DFT (wB97M-V/def2-TZVPD) results for a 2-piece molecular cluster, H4N4O overall at a distorted geometry.

**E**: -296.45963 a.u.
**Relative energy (zero: lowest compared OMol25 entry of this formula, charge and spin)**: 41.58 kcal per mole
**Total charge**: 0
**Largest force on an atom**: 3.431 eV/A
**LUMO energy (spin up / spin down)**: 0.478 / 0.612 eV
**M**: 76.06 g mol⁻¹
**Kohn-Sham gap (spin up / spin down)**: 8.45 / 8.23 eV

Each line ends with the Mulliken charge.
CARTESIAN COORDINATES (ANGSTROEM)
N: -0.676 0.181 0.777  -0.163
H: -1.298 -0.585 -0.889  0.275
N: 1.170 -0.598 0.171  -0.006
H: 0.204 1.812 0.586  0.398
O: -0.542 1.407 0.133  -0.391
N: -1.524 -0.710 0.120  -0.357
H: 2.764 0.297 -0.553  0.236
N: 1.992 0.254 0.212  -0.289
H: -1.416 -1.562 0.674  0.297